Entry 1:
ORCA calculation (ωB97M-V with the def2-TZVPD basis set) on a molecular structure, C6H15NO2Sn in a non-equilibrium geometry.

Summary:
- Strongest force on any atom: 3.0 eV/A
- Energy above the lowest of the compared OMol25 structures with the same formula, charge and spin: 16.66 kcal/mol
- E_LUMO: -11.11 eV
- Charge: +2

Last column: natural (NBO) charge in e.
Positions of all 25 atoms, in Å:
Sn  2.38695  0.79471  -1.20004  1.6984
C  -0.57788  3.60721  -0.23614  -0.2776
O  -0.59195  2.37065  -0.94983  -0.5851
C  -1.62935  1.42175  -0.60209  -0.0745
C  -1.34481  0.26884  -1.56505  -0.2707
N  -0.25050  -0.63117  -1.14312  -0.6797
C  -0.66599  -1.46899  0.05107  -0.2548
C  0.56064  -2.17882  0.70677  -0.0845
O  1.65457  -1.33880  0.95656  -0.5867
C  2.54658  -1.96097  1.85192  -0.2768
H  0.14215  4.39907  -0.44258  0.2229
H  -0.36130  3.35740  0.80251  0.1713
H  -1.55884  4.08001  -0.28376  0.2114
H  -2.63981  1.82160  -0.68694  0.2341
H  -1.40192  1.16388  0.43226  0.1828
H  -1.07298  0.80199  -2.47608  0.2353
H  -2.26397  -0.27123  -1.79216  0.2379
H  0.14611  -1.12854  -1.92761  0.3944
H  -1.48847  -2.14406  -0.18539  0.2497
H  -1.05584  -0.82131  0.83632  0.2221
H  0.88974  -2.93011  -0.01110  0.1770
H  0.18476  -2.77807  1.53606  0.2319
H  3.36706  -1.37085  2.26017  0.2174
H  3.00813  -2.79052  1.31629  0.1920
H  2.01699  -2.27357  2.75188  0.2118

Atoms 1-3, force components in eV/Å:
Sn -2.51 -0.96 1.08
C -0.99 -0.06 1.81
O 1.13 0.41 -1.17



Entry 2:
ORCA calculation (ωB97M-V with the def2-TZVPD basis set) on 2 unconnected molecules or ions with the total composition C6H15NO3 in a non-equilibrium geometry.

Summary:
- Strongest force on any atom: 3.2 eV/A
- SMILES: C/N=C(/C)O.CCC(O)O
- Energy above the lowest of the compared OMol25 structures with the same formula, charge and spin: 50.99 kcal/mol
- E_LUMO: 0.32 eV
- Charge: 0

Last column: natural (NBO) charge in e.
Positions of all 25 atoms, in Å:
C  -1.98328  -1.71207  -1.94349  -0.4309
N  -1.47114  -0.62078  -1.14615  -0.5383
C  -1.92280  -0.36349  0.01853  0.6209
C  -1.46146  0.83952  0.74550  -0.7254
O  -2.65865  -1.28228  0.68996  -0.6704
H  -1.34527  -2.58569  -1.81217  0.2015
H  -3.00116  -1.99918  -1.67933  0.2027
H  -1.95626  -1.40897  -2.98816  0.2127
H  -2.23031  1.22014  1.41320  0.2180
H  -1.17431  1.63022  0.05423  0.2738
H  -0.50075  0.57020  1.27244  0.2672
H  -2.90383  -0.94592  1.55973  0.4931
C  2.02202  1.56486  1.64397  -0.6222
C  1.78812  0.21792  0.98084  -0.4826
C  1.83882  0.35516  -0.75892  0.4296
O  0.72386  0.79962  -1.36194  -0.7980
O  2.27621  -0.87104  -1.23416  -0.7263
H  2.21971  1.45512  2.71329  0.2049
H  1.17344  2.22791  1.47857  0.1983
H  2.90672  2.04285  1.21721  0.2094
H  2.64476  -0.43104  1.17496  0.2061
H  1.00471  -0.38806  1.44487  0.1772
H  2.64893  1.07037  -0.95506  0.1378
H  -0.18565  0.11944  -1.37823  0.4841
H  1.54757  -1.50481  -1.14967  0.4566

Atoms 1-3, force components in eV/Å:
C 0.17 -0.35 0.13
N -0.81 0.63 0.32
C 0.92 -0.91 -0.46



Entry 3:
ORCA calculation (ωB97M-V with the def2-TZVPD basis set) on a single C6H15NO3Si molecule in a non-equilibrium geometry.

Summary:
- Strongest force on any atom: 5.2 eV/A
- SMILES: C[Si](C)(C)OCC(N)=C(O)O
- Energy above the lowest of the compared OMol25 structures with the same formula, charge and spin: 44.44 kcal/mol
- E_LUMO: 0.67 eV
- Charge: 0

Last column: natural (NBO) charge in e.
Positions of all 26 atoms, in Å:
C  -1.64030  1.84004  -0.96227  -1.0755
Si  -1.53500  0.19525  0.04420  1.8792
C  -2.36183  -1.29950  -0.76285  -1.1585
C  -2.24558  0.29150  1.81948  -1.1348
O  0.02448  0.02772  0.20040  -0.9406
C  0.96337  -0.84569  0.77373  -0.0805
C  2.28916  -0.73462  0.03557  -0.0674
N  2.94870  -1.97576  -0.40824  -0.8105
C  2.66339  0.51650  -0.25965  0.5571
O  3.72384  0.84486  -1.02615  -0.6997
O  2.09948  1.63798  0.27343  -0.7060
H  -2.09836  1.68372  -1.90307  0.2332
H  -2.16048  2.61317  -0.38341  0.2319
H  -0.72673  2.19003  -1.06367  0.2263
H  -2.05654  -1.49845  -1.81914  0.2418
H  -1.95208  -2.19301  -0.22491  0.2380
H  -3.56433  -1.11837  -0.67739  0.2485
H  -3.13703  0.94985  1.84980  0.2349
H  -2.48420  -0.62792  2.29564  0.2359
H  -1.58001  0.81126  2.48552  0.2327
H  1.12838  -0.49183  1.77953  0.1922
H  0.62797  -1.82961  0.56874  0.1910
H  2.33350  -2.40308  -1.03951  0.3523
H  3.81131  -1.80919  -0.81612  0.3736
H  3.71346  1.80945  -1.33544  0.5027
H  1.21544  1.41570  0.55578  0.5022

Atoms 1-3, force components in eV/Å:
C -4.01 -2.10 2.53
Si -2.78 0.64 0.13
C -1.25 0.22 -0.25



Entry 4:
ORCA calculation (ωB97M-V with the def2-TZVPD basis set) on a single C6H15NO4S molecule in a non-equilibrium geometry.

Summary:
- Strongest force on any atom: 1.9 eV/A
- SMILES: COCC(C)(C)COS(N)(=O)=O
- Energy above the lowest of the compared OMol25 structures with the same formula, charge and spin: 7.46 kcal/mol
- E_LUMO: 0.64 eV
- Charge: 0

Last column: natural (NBO) charge in e.
Positions of all 27 atoms, in Å:
C  -0.09972  2.58611  0.21589  -0.2462
O  -0.29415  1.47348  -0.62318  -0.5618
C  0.85103  0.72953  -0.96456  -0.0555
C  1.15954  -0.48611  -0.05776  -0.1051
C  2.22996  -1.33331  -0.75213  -0.6056
C  1.65542  -0.07135  1.32975  -0.6158
C  -0.11755  -1.33061  0.09615  -0.0767
O  -1.14290  -0.60430  0.74850  -0.7065
S  -2.34716  -0.08545  -0.14458  2.5175
N  -3.46033  -1.28245  0.27261  -1.0679
O  -2.12304  -0.27250  -1.53775  -0.9368
O  -2.82719  1.14368  0.39079  -0.9286
H  0.28581  2.31039  1.20071  0.1650
H  0.58478  3.30794  -0.24875  0.1646
H  -1.08663  3.02815  0.33333  0.2135
H  0.64309  0.35160  -1.97146  0.1958
H  1.73348  1.38425  -1.01023  0.1714
H  3.14307  -0.75568  -0.87383  0.2169
H  2.45854  -2.21603  -0.15990  0.2127
H  1.89194  -1.65582  -1.73347  0.2125
H  2.44289  0.67522  1.25253  0.2106
H  2.05387  -0.93771  1.85477  0.2082
H  0.83241  0.32815  1.91525  0.2223
H  0.08224  -2.21523  0.70905  0.1942
H  -0.48739  -1.63456  -0.88614  0.2157
H  -3.94091  -1.03050  1.12142  0.3905
H  -4.12109  -1.40688  -0.47701  0.3950

Atoms 1-3, force components in eV/Å:
C -0.01 0.13 0.00
O 0.39 0.16 -0.05
C 0.15 -0.20 -0.14



Entry 5:
ORCA calculation (ωB97M-V with the def2-TZVPD basis set) on 2 unconnected molecules or ions with the total composition C6H15NOSi in a non-equilibrium geometry.

Summary:
- Strongest force on any atom: 6.3 eV/A
- Energy above the lowest of the compared OMol25 structures with the same formula, charge and spin: 67.64 kcal/mol
- E_LUMO: 0.53 eV
- Charge: 0

Last column: natural (NBO) charge in e.
Positions of all 24 atoms, in Å:
C  -2.34217  -1.05682  0.66009  -0.4987
C  -2.59875  -0.53201  -0.60111  -0.1974
C  2.39651  -1.68525  0.68052  -0.6267
C  0.96588  2.65080  -0.89822  -1.1343
C  -2.31956  0.87065  -0.82523  -0.6948
C  0.97784  -1.46497  0.26316  -0.0525
N  0.66484  1.21877  1.62914  -1.3272
O  1.04857  -0.34590  -0.57335  -0.9067
Si  0.37680  1.07538  -0.05258  1.9532
H  -2.58583  -2.10017  0.78994  0.1869
H  -2.15596  -0.50623  1.56533  0.1872
H  -2.76154  -1.03546  -1.46149  0.1944
H  3.04774  -1.58896  -0.12218  0.2191
H  2.61948  -0.90700  1.35614  0.2076
H  2.56795  -2.57092  1.24628  0.2079
H  0.05584  3.14498  -0.90577  0.2429
H  1.54281  3.23022  -0.22892  0.2393
H  1.38503  2.31943  -1.76946  0.2473
H  -2.66726  1.65616  -0.02980  0.2066
H  -2.39343  1.25889  -1.82885  0.1962
H  0.31720  -1.23482  1.06869  0.1562
H  0.44710  -2.15109  -0.39606  0.1958
H  0.50138  2.02423  2.18185  0.4052
H  0.53290  0.37838  2.16494  0.3929

Atoms 1-3, force components in eV/Å:
C -1.93 -0.88 -2.75
C 2.38 2.16 5.43
C -1.23 -0.79 1.25



Entry 6:
ORCA calculation (ωB97M-V with the def2-TZVPD basis set) on 2 unconnected molecules or ions with the total composition C6H15NS.

Summary:
- Strongest force on any atom: 0.7 eV/A
- Energy above the lowest of the compared OMol25 structures with the same formula, charge and spin: 54.52 kcal/mol
- E_LUMO: -0.12 eV
- Charge: 0

Last column: natural (NBO) charge in e.
Positions of all 23 atoms, in Å:
C  1.22644  -1.09922  -2.65280  -0.6125
C  1.62373  -1.06922  -1.18221  -0.2546
C  -0.09962  -1.64468  0.45911  0.0455
N  0.78407  -1.98880  -0.41211  -0.4527
H  1.28307  -2.11716  -3.05572  0.1994
H  0.21042  -0.77142  -2.80710  0.2158
H  1.91220  -0.48893  -3.22383  0.2286
H  2.64819  -1.42335  -1.06678  0.2091
H  1.50043  -0.08775  -0.74237  0.2743
H  -0.65005  -2.44684  0.93221  0.1988
H  -0.29479  -0.60528  0.67102  0.2699
H  0.98474  -2.97919  -0.51548  0.4023
C  -1.76621  1.31455  0.18282  -0.6240
C  -1.45526  1.43233  1.67867  -0.4186
C  -0.03153  1.86107  1.97980  -0.5108
S  1.27667  0.62027  1.71304  -0.5586
H  -2.23211  2.22833  -0.19146  0.2127
H  -2.42847  0.47630  -0.03038  0.1961
H  -0.85951  1.15023  -0.39310  0.2006
H  -2.13334  2.15818  2.10729  0.2022
H  -1.70750  0.50279  2.20462  0.1878
H  0.01817  2.25134  2.99354  0.1999
H  0.19025  2.72643  1.35123  0.1887

Atoms 1-3, force components in eV/Å:
C 0.22 -0.68 0.12
C -0.28 -0.36 -0.59
C -0.33 0.05 -0.26



Entry 7:
ORCA calculation (ωB97M-V with the def2-TZVPD basis set) on 2 unconnected molecules or ions with the total composition C6H15O in a non-equilibrium geometry.

Summary:
- Strongest force on any atom: 1.4 eV/A
- Energy above the lowest of the compared OMol25 structures with the same formula, charge and spin: 6.30 kcal/mol
- E_LUMO: 4.22 eV
- Charge: -1

Last column: natural (NBO) charge in e.
Positions of all 22 atoms, in Å:
C  -0.01758  -1.84778  1.15361  -0.0242
O  -0.61660  -1.08402  0.17418  -0.9884
C  -1.04022  -2.50274  2.11590  -0.6401
H  0.64493  -1.23914  1.83725  0.0605
H  0.68630  -2.59986  0.71673  0.0849
H  -0.51039  -2.93555  3.01782  0.1571
H  -1.54024  -3.34651  1.58711  0.1796
H  -1.74729  -1.69777  2.44787  0.1958
C  1.93490  1.64560  0.26840  -0.6037
C  0.47984  1.73436  -0.23438  -0.4210
C  0.32320  1.20775  -1.66786  -0.3883
C  -1.13636  0.94724  -1.98338  -0.6228
H  2.23938  0.57277  0.24910  0.2134
H  2.05038  2.00780  1.31511  0.1893
H  2.64333  2.20803  -0.36991  0.1725
H  0.16669  2.76254  -0.25448  0.1626
H  -0.08781  1.06358  0.43020  0.2730
H  0.85377  0.25304  -1.66607  0.2172
H  0.80519  1.89233  -2.40747  0.1558
H  -1.44871  0.09344  -1.40500  0.2824
H  -1.33091  0.72234  -3.01969  0.1741
H  -1.75453  1.80859  -1.78578  0.1703

Atoms 1-3, force components in eV/Å:
C -0.39 1.23 -0.56
O 0.44 -0.74 0.80
C 0.46 -0.46 0.29



Entry 8:
ORCA calculation (ωB97M-V with the def2-TZVPD basis set) on 2 unconnected molecules or ions with the total composition C6H16 in a non-equilibrium geometry.

Summary:
- Strongest force on any atom: 1.7 eV/A
- 2S+1: 2
- Energy above the lowest of the compared OMol25 structures with the same formula, charge and spin: 9.22 kcal/mol
- E_LUMO (alpha / beta): 4.18 / 4.30 eV
- Charge: -1

Last column: natural (NBO) charge in e.
Positions of all 22 atoms, in Å:
C  0.39332  -1.85529  -0.54709  -0.6227
C  1.21165  -2.33278  0.67107  -0.7525
C  1.13506  -0.82220  -1.39311  -0.6958
H  -0.60952  -1.53422  -0.29771  0.1922
H  0.16673  -2.70966  -1.19849  0.1768
H  0.91865  -1.75241  1.54735  0.1966
H  0.93664  -3.37572  0.84063  0.1937
H  1.17218  0.11572  -0.85167  0.1926
H  0.60658  -0.51120  -2.29435  0.1908
H  2.27065  -2.21012  0.47099  0.1908
H  2.05203  -1.26574  -1.76123  0.1951
C  -0.66725  1.90476  -0.11251  -0.4470
C  -2.11913  1.39061  0.06017  -0.7990
C  0.10047  1.74400  1.22064  -0.7337
H  -0.74447  2.93925  -0.43592  0.1790
H  -0.18042  1.28037  -0.85366  0.1906
H  -2.22109  0.30791  0.02174  0.1992
H  -2.48735  1.63936  1.05739  0.1859
H  0.06458  0.70316  1.52187  0.2010
H  -2.73083  1.93133  -0.66645  0.1865
H  -0.40699  2.37679  1.94398  0.1916
H  1.13850  2.03607  1.05635  0.1885

Atoms 1-3, force components in eV/Å:
C 0.26 -0.68 -0.95
C -1.14 0.35 -0.55
C -0.95 0.08 -0.10



Entry 9:
ORCA calculation (ωB97M-V with the def2-TZVPD basis set) on 2 unconnected molecules or ions with the total composition C6H16 in a non-equilibrium geometry.

Summary:
- Strongest force on any atom: 4.8 eV/A
- SMILES: CC(C)C.CC
- Energy above the lowest of the compared OMol25 structures with the same formula, charge and spin: 31.91 kcal/mol
- E_LUMO: 1.07 eV
- Charge: 0

Last column: natural (NBO) charge in e.
Positions of all 22 atoms, in Å:
C  1.47427  1.45869  -0.94948  -0.6266
C  0.71376  0.53473  -1.92815  -0.2157
C  1.46654  -0.76340  -2.37503  -0.6021
C  -0.60053  0.14025  -1.23676  -0.6144
H  0.75086  2.22232  -0.71100  0.2099
H  2.21062  2.04399  -1.51875  0.2049
H  2.02701  1.11314  -0.06521  0.2183
H  0.51420  0.94499  -2.93529  0.1984
H  1.93706  -1.14131  -1.49626  0.2016
H  0.74317  -1.47931  -2.83827  0.2051
H  2.12656  -0.42627  -3.16037  0.2049
H  -1.18062  1.11340  -0.86469  0.2001
H  -1.33484  -0.17815  -1.98256  0.2058
H  -0.49517  -0.65857  -0.46574  0.2095
C  -1.83213  -0.12574  2.76271  -0.6172
C  -1.01613  -1.17994  3.30424  -0.6262
H  -2.67974  0.13278  3.38186  0.2085
H  -1.33596  0.96579  2.81552  0.1989
H  -2.26252  -0.29176  1.75530  0.2126
H  -0.32412  -1.67799  2.59509  0.2085
H  -1.58117  -1.98210  3.82958  0.2072
H  -0.42645  -0.87313  4.21079  0.2082

Atoms 1-3, force components in eV/Å:
C 0.62 1.10 -1.96
C -0.17 -1.81 0.50
C -1.49 1.12 -0.19



Entry 10:
ORCA calculation (ωB97M-V with the def2-TZVPD basis set) on 2 unconnected molecules or ions with the total composition C6H16 in a non-equilibrium geometry.

Summary:
- Strongest force on any atom: 1.9 eV/A
- SMILES: CCC.CCC
- Energy above the lowest of the compared OMol25 structures with the same formula, charge and spin: 10.76 kcal/mol
- E_LUMO: 1.06 eV
- Charge: 0

Last column: natural (NBO) charge in e.
Positions of all 22 atoms, in Å:
C  1.61302  -1.02130  1.19206  -0.6027
C  2.66321  -0.55398  2.17192  -0.3983
C  4.05950  -0.47229  1.56756  -0.6082
H  1.53998  -0.28341  0.37549  0.1934
H  0.66051  -1.02601  1.74821  0.2062
H  1.76766  -2.02026  0.75073  0.2045
H  2.31553  0.31977  2.75598  0.2024
H  2.68393  -1.42696  2.85231  0.1903
H  4.74016  -0.08980  2.34667  0.2084
H  4.09618  0.21064  0.70219  0.1988
H  4.41491  -1.46599  1.24685  0.2054
C  -2.99225  1.55954  -0.60370  -0.6123
C  -2.37350  0.38201  -1.37162  -0.3937
C  -2.90295  0.14003  -2.78022  -0.6012
H  -4.04187  1.35199  -0.33572  0.2050
H  -2.94972  2.52298  -1.13904  0.2041
H  -2.40276  1.64650  0.32449  0.2107
H  -1.28268  0.48040  -1.53250  0.1942
H  -2.55058  -0.57293  -0.84041  0.1925
H  -2.63307  1.04242  -3.35421  0.1952
H  -3.99761  0.01112  -2.82152  0.1980
H  -2.42755  -0.73446  -3.25547  0.2075

Atoms 1-3, force components in eV/Å:
C -0.94 0.90 -0.45
C 0.15 -1.88 0.44
C 0.20 0.63 0.33